Record 1
This record from the OMol25 dataset describes a 2-piece molecular cluster, C23H19B2N2O10S overall in a non-equilibrium geometry. The level of theory is ωB97M-V with the def2-TZVPD basis set.

The LUMO energy is 1.332 eV. As for the net charge: -1. The HOMO energy comes out at -0.2149 Eh. For the total energy, the calculation gives -2197.04799 Eh. Its orbital gap is 7.18 eV.

Positions of all 57 atoms, in Å:
C: -3.96864 -4.04281 0.43381
C: -3.90426 -2.65271 0.75583
N: -3.45135 -1.32707 1.33574
C: -3.71772 -1.20612 2.81543
C: -4.71735 -2.27201 3.63249
C: -5.05408 -2.10973 5.26357
C: -4.43244 -0.88381 6.15969
C: -3.43314 0.16829 5.39306
C: -3.11378 0.00615 3.79735
S: -1.97797 1.27075 3.00581
C: -1.15474 0.28711 1.61184
C: -2.05006 -0.94907 0.92741
C: -1.25033 -1.71913 -0.32555
C: 0.28544 -1.27105 -0.81636
B: 0.96332 -2.08267 -2.11829
C: 0.72418 -3.72610 -2.17982
O: 1.70778 -1.43076 -3.21283
C: 1.14987 -0.06129 -0.06420
C: 2.65610 0.42238 -0.48313
C: 3.78913 -0.47042 0.56558
C: 3.30679 -2.10604 0.89249
O: 3.23625 -0.86790 1.97281
C: 0.36553 0.69945 1.16830
C: 1.07642 1.93540 2.04267
N: 1.39534 1.29250 3.40928
H: -3.99429 -5.23160 0.32644
H: -5.26720 -3.17646 3.11670
H: -5.79573 -2.87483 5.79300
H: -4.64564 -0.68997 7.29758
H: -2.95012 1.05419 5.99769
H: -1.72386 -2.59205 -0.96094
H: 0.85590 -4.25719 -1.14378
H: -0.42504 -3.85975 -2.47333
H: 1.32941 -4.21644 -3.06093
H: 2.50206 -1.96324 -3.51143
H: 2.88695 1.55670 -0.31404
H: 3.03069 0.05951 -1.52975
H: 5.01411 -0.24441 0.41952
H: 3.93869 -2.76087 1.62903
H: 2.19360 -2.33252 1.17076
H: 2.03712 2.36577 1.52254
H: 0.32146 2.84219 2.13905
H: 0.83961 1.74154 4.17118
H: 1.11827 0.26512 3.37941
B: 1.56175 3.64805 -4.61176
O: 1.67899 2.56121 -5.58914
C: 2.56096 2.96428 -6.51447
O: 2.89423 2.29465 -7.47874
C: 3.03947 4.28329 -6.19271
O: 3.85025 4.92994 -6.83585
O: 2.46030 4.71511 -5.06352
O: 0.17885 4.12814 -4.52506
C: -0.21243 3.95845 -3.25430
O: -1.31900 4.25546 -2.83410
C: 0.85929 3.38196 -2.48528
O: 0.82217 3.10358 -1.29762
O: 1.92889 3.18682 -3.26913

Atom charges from the natural (NBO) analysis, given in e for atoms 1 to 5:
1 C -0.31
2 C 0.16
3 N -0.50
4 C 0.18
5 C -0.25



Record 2
This record from the OMol25 dataset describes an isolated molecule of C12H8O3S2 in a non-equilibrium geometry. The level of theory is ωB97M-V with the def2-TZVPD basis set.

The LUMO energy is -0.632 eV. As for the net charge: 0. The HOMO energy comes out at -0.3213 Eh. For the total energy, the calculation gives -1484.09603 Eh. The value obtained for the energy above the lowest of the compared OMol25 structures with the same formula, charge and spin is 0.0 kJ/mol. Its orbital gap is 8.11 eV.

Positions of all 25 atoms, in Å:
O: 1.80208 2.66512 3.71839
O: -0.68876 -3.26484 -1.46025
O: 0.51741 1.19128 5.09205
S: 0.36010 1.91030 1.13504
C: 0.96033 1.75459 3.89022
C: 0.25967 -0.38823 2.48806
C: 0.56878 0.98728 2.65873
C: 0.01143 0.39064 0.28484
C: -0.00190 -0.65514 1.08676
C: -0.75262 1.45584 -3.18832
C: -0.57415 0.31491 -3.85384
C: -0.37073 1.54536 -1.81457
C: -0.10409 -0.78960 -3.19598
C: -0.16124 0.37402 -1.10175
C: -0.05455 -0.86396 -1.77486
S: 0.44248 -2.38690 -1.12004
C: 0.00331 -2.09787 0.64768
H: -0.29361 0.67630 4.99463
H: 0.13884 -1.11378 3.36158
H: -0.81234 2.33448 -3.75510
H: -0.80909 0.18502 -4.91988
H: -0.18171 2.46630 -1.29989
H: 0.17364 -1.60874 -3.85016
H: -1.07440 -2.30033 0.71604
H: 0.64111 -2.78203 1.26063

Atom charges from the natural (NBO) analysis, given in e for atoms 1 to 5:
1 O -0.54
2 O -0.98
3 O -0.68
4 S 0.43
5 C 0.76



Record 3
This record from the OMol25 dataset describes C11H18AsF6N4PdSSeSi as an isolated structure. The level of theory is ωB97M-V with the def2-TZVPD basis set.

The LUMO energy (spin up / spin down) is -1.098 / -2.727 eV. As for the net charge: 0. The multiplicity is 2. Its expectation value of S² is 0.756. The HOMO energy (spin up / spin down) comes out at -0.3181 / -0.3176 Eh. For the total energy, the calculation gives -6701.12418 Eh. The value obtained for the energy above the lowest of the compared OMol25 structures with the same formula, charge and spin is 0.0 kJ/mol. Its orbital gap (spin up / spin down) is 7.56 / 5.92 eV.

Positions of all 44 atoms, in Å:
Pd: 0.23481 0.65491 -0.64269
C: 2.82347 0.63507 2.94539
C: 2.31300 0.48508 1.55169
N: 1.28323 1.10004 1.09973
N: 0.70805 2.07113 1.90329
C: 0.01740 2.92767 1.21557
N: -0.57492 3.97222 1.83154
S: -0.18003 2.85714 -0.53869
C: 3.03974 -0.38958 0.59904
C: 3.91322 -1.37653 1.03660
C: 4.56802 -2.14074 0.08572
C: 4.33808 -1.88521 -1.25437
C: 3.45032 -0.87459 -1.59319
N: 2.81910 -0.13468 -0.69278
H: 2.31525 1.43976 3.46381
H: 3.89869 0.81481 2.93178
H: 2.65136 -0.29839 3.48611
H: -0.28391 4.19806 2.76768
H: -1.02755 4.68141 1.28553
H: 4.05984 -1.56029 2.09061
H: 5.23839 -2.93293 0.39004
H: 4.82762 -2.45965 -2.02783
H: 3.23517 -0.65188 -2.63188
C: -3.91089 -1.03323 -0.49711
Si: -3.48839 0.58527 -1.31461
C: -3.48862 1.99924 -0.09256
C: -4.61157 0.94217 -2.77101
Se: -1.37083 0.48545 -2.37751
H: -4.96419 -0.97475 -0.20977
H: -3.31313 -1.20157 0.39826
H: -3.77384 -1.89051 -1.15330
H: -4.51103 2.10838 0.28007
H: -3.17951 2.94209 -0.53795
H: -2.83695 1.78941 0.75563
H: -5.64039 1.04742 -2.41995
H: -4.58872 0.12977 -3.49781
H: -4.33400 1.86525 -3.28037
F: -0.20821 -1.49715 0.71420
As: 0.04686 -2.89814 -0.35828
F: 0.35591 -4.17156 -1.46654
F: 0.84547 -1.74503 -1.45209
F: -1.43241 -2.50205 -1.19243
F: 1.54756 -3.20087 0.44229
F: -0.81148 -3.91242 0.72811

Atom charges from the natural (NBO) analysis, given in e for atoms 1 to 5:
1 Pd 0.67
2 C -0.69
3 C 0.30
4 N -0.27
5 N -0.42



Record 4
This record from the OMol25 dataset describes C27H30IN7O2S2V as an isolated structure in a non-equilibrium geometry. The level of theory is ωB97M-V with the def2-TZVPD basis set.

The LUMO energy (spin up / spin down) is 0.482 / 0.318 eV. As for the net charge: 0. The multiplicity is 4. Its expectation value of S² is 3.761. The HOMO energy (spin up / spin down) comes out at -0.2304 / -0.2688 Eh. For the total energy, the calculation gives -3618.92285 Eh. The value obtained for the energy above the lowest of the compared OMol25 structures with the same formula, charge and spin is 0.0 kJ/mol. Its orbital gap (spin up / spin down) is 6.75 / 7.63 eV.

Positions of all 70 atoms, in Å:
V: 1.06562 -0.21558 0.40356
O: 0.93669 -0.37383 2.44413
C: 1.85293 -0.31127 3.37298
C: 1.44499 -0.26911 4.72407
C: 2.34198 -0.18359 5.76258
C: 3.71604 -0.13568 5.51099
C: 4.13612 -0.18439 4.20023
C: 3.24680 -0.28039 3.12207
C: 3.80741 -0.34694 1.75858
N: 3.15948 -0.28421 0.60590
C: 4.12135 -0.35385 -0.39850
C: 5.34621 -0.46786 0.15533
N: 5.13489 -0.46015 1.51907
H: 0.37805 -0.29821 4.91160
H: 1.97724 -0.14541 6.78222
H: 4.43077 -0.05985 6.31809
H: 5.20335 -0.12985 4.01586
H: 3.84890 -0.34169 -1.44081
H: 6.32635 -0.55362 -0.27643
H: 5.84064 -0.57406 2.22387
C: -2.82319 0.99949 -4.61460
C: -2.26107 -0.39946 -4.45149
N: -0.89987 -0.39542 -3.89525
C: 0.18004 -0.41538 -4.87925
C: 0.66542 -1.82148 -5.18177
C: -0.67430 -0.32100 -2.57257
S: 0.96542 -0.36609 -2.04237
N: -1.82751 -0.24887 -1.85210
C: -1.89328 -0.17597 -0.53250
O: -0.98491 -0.13999 0.32810
C: -3.29697 -0.16279 0.03863
C: -3.45629 -0.08641 1.41885
C: -4.72730 -0.11553 1.97972
C: -5.84578 -0.21716 1.16054
C: -5.68866 -0.27878 -0.21821
C: -4.41800 -0.25041 -0.77734
H: -3.82001 0.96371 -5.05797
H: -2.18789 1.60764 -5.26251
H: -2.89177 1.48665 -3.64194
H: -2.19668 -0.90604 -5.41614
H: -2.90098 -0.99010 -3.80361
H: 0.99920 0.20028 -4.51186
H: -0.21250 0.05753 -5.78133
H: 1.05884 -2.28453 -4.27663
H: 1.45932 -1.79983 -5.93040
H: -0.14658 -2.44118 -5.56866
H: -2.57231 0.01207 2.03551
H: -4.84343 -0.05269 3.05425
H: -6.83694 -0.24242 1.59538
H: -6.55713 -0.34820 -0.86099
H: -4.27688 -0.29446 -1.84991
I: -0.43443 4.59550 3.38132
C: 0.45885 3.80536 1.69832
C: 1.01937 4.62302 0.73738
C: 1.63283 4.02094 -0.34458
C: 1.65759 2.64040 -0.42727
N: 1.09765 1.84522 0.49206
C: 0.50672 2.42633 1.54466
H: 0.97895 5.70032 0.83129
H: 2.09122 4.60911 -1.12782
H: 2.12598 2.13667 -1.26280
H: 0.07959 1.75743 2.27988
N: -1.36444 -3.22996 0.00915
C: -0.40286 -2.93923 0.90136
N: -0.79942 -2.70754 2.16767
S: 1.24523 -2.95331 0.49632
H: -2.31951 -2.95899 0.18206
H: -1.06883 -3.32376 -0.94862
H: -1.77362 -2.49256 2.32661
H: -0.13469 -2.15864 2.71607

Atom charges from the natural (NBO) analysis, given in e for atoms 1 to 5:
1 V 0.96
2 O -0.82
3 C 0.36
4 C -0.25
5 C -0.19